{"formula": "C67H43Cl4N7O2Ti", "method": "wB97M-V/def2-TZVPD", "symbols": ["Ti", "Cl", "C", "C", "C", "C", "C", "C", "C", "C", "C", "C", "C", "C", "C", "C", "C", "C", "Cl", "C", "C", "C", "N", "C", "C", "C", "C", "C", "C", "Cl", "C", "C", "C", "C", "C", "C", "N", "C", "C", "C", "C", "C", "N", "C", "C", "C", "C", "Cl", "C", "C", "C", "C", "N", "H", "H", "H", "H", "H", "H", "H", "H", "H", "H", "H", "H", "H", "H", "H", "H", "H", "H", "H", "H", "H", "H", "H", "H", "C", "O", "C", "N", "C", "C", "C", "C", "C", "C", "C", "C", "C", "C", "C", "C", "N", "C", "N", "C", "C", "O", "C", "C", "C", "C", "C", "C", "H", "H", "H", "H", "H", "H", "H", "H", "H", "H", "H", "H", "H", "H", "H", "H", "H", "H", "H"], "xyz": [[-0.48421, -0.47864, 0.16214], [1.37136, -8.13896, -5.33051], [1.01771, -6.80108, -4.27817], [1.05117, -5.51125, -4.77992], [0.76871, -4.45191, -3.93336], [0.45889, -4.66147, -2.59283], [0.41892, -5.97146, -2.11799], [0.69844, -7.04194, -2.95219], [0.13860, -3.51094, -1.71166], [-0.96416, -2.70840, -2.05322], [-1.99608, -3.22543, -2.92948], [-3.02070, -2.36420, -2.89500], [-2.58529, -1.21604, -2.11669], [-3.21428, -0.01562, -2.11555], [-4.51610, 0.15950, -2.81068], [-4.68326, -0.11954, -4.16341], [-5.90828, 0.05800, -4.79042], [-6.98121, 0.52778, -4.05484], [-8.52096, 0.75183, -4.82800], [-6.84197, 0.83231, -2.70938], [-5.61166, 0.65412, -2.10252], [-2.68561, 1.18247, -1.49909], [-1.81698, 1.20729, -0.46035], [-1.70788, 2.56879, -0.11987], [-1.22547, 3.08920, 1.08909], [-1.40136, 4.52306, 1.42538], [-2.67046, 5.05745, 1.63965], [-2.83380, 6.38583, 1.99486], [-1.71334, 7.18899, 2.13483], [-1.91054, 8.85884, 2.57796], [-0.44159, 6.68474, 1.92882], [-0.29419, 5.35147, 1.57559], [-0.69716, 2.21673, 2.05763], [-0.54306, 2.38091, 3.52009], [-0.15537, 1.19360, 4.00835], [-0.01200, 0.24620, 2.87007], [-0.34380, 1.01214, 1.71493], [0.47147, -1.96904, 2.80434], [0.70311, -2.86108, 1.64231], [1.60190, -3.96471, 1.52574], [1.64649, -4.29271, 0.19770], [0.75306, -3.39503, -0.47299], [0.25266, -2.50315, 0.44450], [0.58491, -2.66166, 4.14160], [0.89137, -2.00210, 5.32679], [0.87247, -2.65551, 6.54997], [0.52412, -3.99111, 6.59887], [0.49849, -4.82070, 8.12794], [0.17695, -4.66985, 5.44388], [0.20287, -3.99993, 4.23338], [-2.43954, 3.35063, -1.04795], [-3.07843, 2.47757, -1.89269], [-1.34052, -1.50297, -1.52984], [1.29471, -5.34244, -5.81876], [0.78177, -3.44092, -4.31425], [0.14552, -6.15642, -1.08783], [0.65942, -8.05658, -2.58231], [-1.95343, -4.17826, -3.42808], [-3.98387, -2.47569, -3.35812], [-3.84223, -0.48047, -4.73661], [-6.02796, -0.16052, -5.84160], [-7.68778, 1.20637, -2.14935], [-5.49457, 0.90854, -1.05603], [-3.53778, 4.42056, 1.52511], [-3.81736, 6.79881, 2.16580], [0.41916, 7.32702, 2.04371], [0.69700, 4.94753, 1.41559], [-0.74784, 3.28844, 4.06503], [0.01237, 0.94711, 5.04340], [2.12836, -4.43563, 2.33816], [2.20407, -5.08898, -0.26264], [1.11470, -0.94828, 5.32994], [1.11617, -2.12602, 7.45993], [-0.11859, -5.70764, 5.49434], [-0.08704, -4.53380, 3.33816], [-2.51688, 4.42416, -1.02450], [-3.75824, 2.71100, -2.69431], [2.37080, 1.74492, -2.72325], [3.06919, 1.22457, -1.57174], [2.15953, 0.56796, -0.85581], [0.97315, 0.45637, -1.32829], [0.93251, 1.18823, -2.60693], [0.52252, 0.36697, -3.80546], [-0.68283, 0.62710, -4.44452], [-1.01412, -0.03363, -5.61970], [-0.14612, -0.96660, -6.16419], [1.05444, -1.24034, -5.52415], [1.38088, -0.58440, -4.34810], [2.47077, 0.11434, 0.49874], [3.65265, 0.38014, 1.11185], [3.68699, 0.10773, 2.51773], [2.60019, -0.31830, 3.18341], [1.29446, -0.59570, 2.51712], [1.38844, -0.42405, 1.08004], [-0.86103, -1.11928, 2.77718], [-1.60414, -1.13164, 1.55097], [-3.01535, -0.99141, 1.84015], [-3.02374, -0.87588, 3.37864], [-1.76192, -1.38242, 3.80715], [-3.78468, -2.15497, 1.26363], [-3.30159, -3.45415, 1.39245], [-3.99241, -4.51531, 0.83408], [-5.17009, -4.29114, 0.12866], [-5.65138, -2.99995, -0.01155], [-4.95680, -1.93817, 0.55503], [2.89516, 1.40461, -3.61417], [2.40883, 2.83267, -2.67244], [0.21594, 2.00685, -2.49133], [-1.35308, 1.37161, -4.03158], [-1.93942, 0.20228, -6.12481], [-0.39694, -1.47025, -7.08757], [1.74357, -1.95970, -5.94682], [2.32263, -0.81059, -3.85992], [4.47815, 0.81674, 0.57520], [4.59648, 0.29710, 3.07247], [2.67632, -0.44060, 4.25132], [-3.41227, -0.06633, 1.40038], [-3.80338, -1.47062, 3.85225], [-3.11795, 0.17108, 3.68637], [-2.36556, -3.62128, 1.91166], [-3.60824, -5.52133, 0.93677], [-5.70103, -5.12049, -0.31815], [-6.55879, -2.81306, -0.57029], [-5.32266, -0.92551, 0.42670]], "atomic_forces_ev_per_a": [[-0.1, 0.3, -0.5], [0.0, 0.0, 0.0], [0.0, 0.0, 0.0], [0.0, 0.0, 0.0], [0.0, 0.0, 0.0], [0.0, 0.0, 0.0], [0.0, 0.0, 0.0], [0.0, 0.0, 0.0], [0.1, -0.1, 0.0], [-0.1, 0.0, 0.0], [0.0, 0.0, 0.0], [0.0, 0.1, 0.1], [0.1, -0.1, 0.0], [0.0, 0.0, 0.0], [0.0, 0.0, 0.0], [0.0, 0.0, 0.0], [0.0, 0.0, 0.0], [0.0, 0.0, 0.0], [0.0, 0.0, 0.0], [0.0, 0.0, 0.0], [0.0, 0.0, 0.1], [-0.1, -0.1, 0.0], [0.1, 0.1, 0.0], [0.0, -0.1, 0.0], [0.0, 0.0, 0.1], [0.0, -0.1, 0.0], [0.0, 0.0, 0.0], [0.0, 0.0, 0.0], [0.0, 0.0, 0.0], [0.0, 0.0, 0.0], [0.0, 0.0, 0.0], [0.0, 0.0, 0.1], [0.2, 0.1, 0.0], [0.0, -0.1, -0.1], [0.0, 0.1, -0.1], [-0.2, -0.1, 0.2], [-0.2, -0.3, 0.0], [-0.1, 0.0, -0.1], [0.1, 0.0, 0.1], [0.0, 0.0, 0.0], [0.0, 0.1, 0.0], [0.0, -0.1, 0.1], [0.0, -0.1, -0.1], [0.0, -0.1, 0.0], [0.0, 0.0, 0.1], [0.0, 0.0, 0.0], [0.0, -0.1, 0.0], [0.0, 0.0, 0.0], [0.0, 0.0, 0.1], [0.0, 0.0, 0.0], [0.0, 0.0, 0.0], [0.1, 0.1, -0.1], [-0.1, 0.0, -0.1], [0.0, 0.0, 0.0], [0.0, 0.0, 0.0], [0.0, 0.0, 0.0], [0.0, 0.0, 0.0], [0.0, 0.0, 0.0], [-0.1, 0.0, 0.0], [0.1, 0.0, 0.0], [0.0, 0.0, 0.0], [0.0, 0.0, 0.0], [0.0, 0.0, 0.0], [0.0, 0.0, 0.0], [0.0, 0.0, 0.0], [0.0, 0.0, 0.0], [0.0, 0.0, 0.0], [0.0, 0.0, 0.0], [0.0, 0.0, 0.1], [0.0, 0.0, 0.0], [0.0, 0.0, 0.0], [0.1, 0.1, 0.0], [0.0, 0.0, 0.0], [0.0, 0.0, 0.0], [0.0, 0.0, 0.0], [0.0, 0.0, 0.0], [0.0, 0.0, 0.0], [0.1, 0.1, -0.1], [-0.1, 0.0, 0.0], [0.1, 0.0, 0.1], [0.1, -0.1, 0.1], [-0.2, 0.1, 0.0], [0.0, 0.0, 0.0], [0.1, 0.0, 0.0], [0.0, 0.0, 0.0], [0.0, 0.0, 0.0], [0.0, 0.0, 0.0], [0.0, -0.1, 0.0], [-0.1, 0.1, 0.0], [0.0, 0.0, 0.1], [0.0, 0.1, -0.1], [-0.1, -0.1, 0.0], [0.1, 0.2, -0.1], [0.3, -0.2, 0.1], [0.1, 0.2, 0.1], [0.1, 0.2, 0.4], [0.0, 0.0, 0.0], [-0.1, 0.0, 0.1], [0.0, -0.1, -0.1], [-0.1, 0.0, -0.1], [0.0, 0.0, 0.0], [-0.1, 0.0, 0.0], [0.0, 0.0, 0.0], [0.0, 0.0, 0.0], [0.0, 0.0, 0.0], [-0.1, 0.0, 0.0], [0.0, 0.0, 0.0], [0.0, -0.1, 0.0], [0.0, 0.0, 0.0], [-0.1, 0.0, 0.0], [0.0, 0.0, 0.0], [0.0, 0.0, 0.0], [0.0, 0.0, 0.0], [0.0, 0.0, 0.0], [0.0, 0.0, 0.0], [0.0, -0.1, 0.1], [0.0, 0.0, 0.0], [0.0, 0.0, 0.0], [0.0, 0.0, 0.0], [0.0, 0.0, 0.0], [0.0, 0.0, 0.0], [0.0, 0.0, 0.0], [0.0, 0.0, 0.0], [0.0, 0.0, 0.0]], "orbital_gap_ev": [5.6, 5.2], "spin_multiplicity": 3, "charge": 0, "s_squared": 2.05, "energy_ha": -5803.073918, "relative_energy_ev": 0.0000, "fmax_ev_per_a": 0.59}